A structure of composition C41H45NO3PtSSiTe at a distorted geometry, computed with ωB97M-V with the def2-TZVPD basis set.

## Properties
Highest occupied orbital energy (alpha / beta) in eV: -11.52 / -13.29
Molecular weight in g mol⁻¹: 982.65
Charge: +2
Spin multiplicity: 5
Largest force on an atom in hartree/bohr: 0.128
⟨S²⟩: 6.05
HOMO-LUMO gap (alpha / beta) in Ha: 0.2276 / 0.1624

```
94
Properties=species:S:1:pos:R:3:lowdin_spin:R:1
Pt -18.49964 12.21708 -2.09168 1.06
C -24.50994 15.03790 -4.59110 0.04
C -23.60636 14.33907 -3.58715 0.26
C -23.40934 14.80289 -2.29850 0.00
C -22.22608 14.59597 -1.72449 0.15
C -22.05027 15.19132 -0.37643 0.01
O -22.48886 14.50265 0.56949 0.02
C -21.38673 16.57289 -0.26303 0.00
C -21.28705 16.99693 1.07630 0.00
C -20.78822 18.19534 1.43049 0.00
C -20.41341 19.00750 0.34090 0.00
C -20.36470 18.56179 -0.95132 0.00
C -20.85106 17.33285 -1.28221 0.00
C -21.22225 13.71476 -2.32897 0.09
O -20.08650 13.69283 -1.78794 0.35
C -21.56507 13.01744 -3.57044 0.09
C -22.73662 13.34187 -4.16797 0.05
C -20.79813 11.85730 -4.21899 0.03
N -19.56908 11.53133 -3.80824 0.14
C -18.80876 10.42368 -4.32729 0.05
C -17.25893 10.60409 -4.20125 0.10
Te -16.36604 12.24235 -5.25385 0.73
C -16.72755 13.65205 -3.72617 0.07
C -17.54023 14.67462 -4.11497 0.06
C -17.94822 15.67565 -3.18161 0.01
C -17.44794 15.59553 -1.85126 0.05
C -16.73562 14.40059 -1.48772 0.03
C -16.34699 13.56155 -2.39839 0.05
C -21.50960 11.02712 -5.17066 0.00
C -21.32954 11.16367 -6.60735 0.00
C -21.91337 10.25112 -7.50084 0.00
C -22.65719 9.14225 -6.95221 0.00
C -22.83368 9.04342 -5.58353 0.00
C -22.15867 9.91236 -4.70723 0.00
H -24.00817 15.81116 -5.13247 0.02
H -25.24232 15.57743 -4.07075 0.00
H -24.86262 14.30411 -5.26517 0.01
H -24.17622 15.37075 -1.77430 0.00
H -21.68225 16.38174 1.83587 0.00
H -20.82573 18.58277 2.43378 0.00
H -19.96186 19.98132 0.59592 0.00
H -19.95015 19.24748 -1.66704 0.00
H -20.65736 16.98649 -2.28319 0.00
H -22.95244 12.86069 -5.12902 0.00
H -19.15775 10.36945 -5.36250 0.00
H -18.96762 9.49949 -3.83320 0.00
H -16.87706 9.67077 -4.58555 0.00
H -16.79064 10.67636 -3.17574 0.03
H -18.15293 14.69196 -5.06036 0.01
H -18.68826 16.37166 -3.55671 0.00
H -17.70775 16.26796 -1.08623 0.00
H -16.54210 14.32100 -0.40149 0.00
H -15.81607 12.62814 -2.12647 0.01
H -20.88768 12.03108 -7.03664 0.00
H -21.68985 10.29052 -8.58943 0.00
H -23.28132 8.51147 -7.64418 0.00
H -23.42554 8.25914 -5.25650 0.00
H -22.33593 9.81138 -3.62801 0.00
C -16.04300 5.51090 -4.11627 0.00
C -17.42653 5.24524 -4.56713 0.00
S -18.55658 6.32180 -3.69545 0.00
O -18.12520 7.73428 -4.05050 0.00
C -20.13789 6.08966 -4.50674 0.00
C -20.13249 6.49106 -5.96931 0.00
H -15.45483 4.67363 -4.45348 0.00
H -16.01468 5.46604 -3.02222 0.00
H -15.59450 6.38307 -4.54202 0.00
H -17.74688 4.25755 -4.36853 0.00
H -17.57575 5.50571 -5.62176 0.00
H -20.80582 6.67815 -3.86546 0.00
H -20.48932 5.01778 -4.28318 0.00
H -19.97573 7.61627 -6.02281 0.00
H -21.06441 6.38843 -6.40703 0.00
H -19.30311 6.21783 -6.57686 0.00
C -20.39987 10.20159 -0.16713 0.03
Si -18.71698 10.84814 0.07104 0.22
C -17.51923 9.42950 -0.08865 0.06
C -18.50344 12.08952 1.37411 0.05
C -19.55034 12.98338 1.61103 0.02
C -19.50203 13.88466 2.60528 0.00
C -18.33339 14.06567 3.36988 0.03
C -17.22232 13.32507 3.10435 0.00
C -17.34165 12.38049 2.09267 0.03
H -21.29107 10.85231 -0.10155 0.00
H -20.59331 9.46423 0.65917 0.01
H -20.40051 9.67038 -1.14570 0.00
H -18.06327 8.79374 0.67958 0.01
H -16.52752 9.60283 0.31463 0.00
H -17.61366 8.94892 -1.06394 0.00
H -20.45395 12.84378 1.00123 0.00
H -20.42899 14.43116 2.85312 0.00
H -18.31487 14.77846 4.18699 0.00
H -16.36542 13.43432 3.76668 0.00
H -16.44825 11.74971 2.00239 0.00
```